Computed, not measured: the ion C4H9N4 with charge +1 in a non-equilibrium geometry, with ωB97M-V/def2-TZVPD.

energy above the lowest of the compared OMol25 structures with the same formula, charge and spin	121.3	kcal per mole
net charge	+1
HOMO-LUMO gap	7.5	eV
calculated total energy	-376.41369	Ha
SMILES string	C=[N+](C)NC(N)=C=N
E_HOMO	-11.899	eV

Last column: natural (NBO) charge in e.
CARTESIAN COORDINATES (ANGSTROEM)
1 C 0.6505 -1.5849 -0.6266  -0.03
2 N 1.0076 -0.5740 0.0609  -0.07
3 C 2.3455 0.0007 0.3043  -0.43
4 N 0.1614 0.4513 0.3841  -0.39
5 C -1.2218 0.4762 0.1624  0.07
6 N -1.5762 1.7634 -0.3644  -0.80
7 C -2.1030 -0.5627 0.3364  0.33
8 N -2.8147 -1.5265 0.3554  -0.56
9 H 1.3488 -2.2536 -1.1129  0.25
10 H -0.6224 -1.8687 -0.3362  0.27
11 H 2.5289 0.0815 1.3950  0.26
12 H 3.1299 -0.5730 -0.1761  0.25
13 H 2.3855 0.9093 -0.2093  0.23
14 H 0.6673 1.3177 0.4292  0.42
15 H -1.5928 2.4978 0.3071  0.38
16 H -2.5843 1.6528 -0.6850  0.39
17 H -3.2492 -1.9765 1.1857  0.42